No. 1
Formula: C40H107N7O13
Source: the OMol25 dataset
Level of theory: the ωB97M-V functional and the def2-TZVPD basis

Atoms and positions in Å:
C  -8.09  9.74  -3.30
C  -8.69  10.91  -4.10
O  -10.14  11.07  -3.88
H  -7.08  9.48  -3.66
H  -8.70  8.85  -3.41
H  -7.99  9.98  -2.24
H  -8.55  10.68  -5.17
H  -8.22  11.85  -3.83
H  -10.55  10.23  -4.10
C  -11.08  14.65  -3.42
C  -11.69  15.98  -3.25
O  -12.69  16.20  -4.27
H  -10.27  14.57  -2.67
H  -10.64  14.47  -4.40
H  -11.73  13.79  -3.21
H  -10.91  16.75  -3.32
H  -12.16  16.05  -2.25
H  -12.87  17.14  -4.33
C  -8.38  18.87  -1.18
C  -8.27  17.80  -0.13
O  -8.16  18.43  1.14
H  -7.52  19.53  -1.13
H  -9.31  19.43  -1.10
H  -8.39  18.42  -2.18
H  -7.39  17.18  -0.37
H  -9.16  17.16  -0.16
H  -8.42  17.81  1.89
C  -5.24  9.99  -0.17
O  -5.89  9.53  0.94
C  -7.24  9.20  0.72
C  -7.99  9.28  2.02
N  -7.83  10.59  2.65
C  -8.35  10.69  4.02
C  -7.44  10.07  5.05
O  -6.28  10.86  5.05
C  -5.35  10.41  6.02
H  -5.47  9.42  -1.09
H  -4.17  9.96  -0.01
H  -5.53  11.02  -0.45
H  -7.30  8.16  0.35
H  -7.68  9.80  -0.09
H  -7.60  8.49  2.68
H  -9.05  9.09  1.83
H  -6.83  10.80  2.62
H  -9.36  10.30  4.06
H  -8.34  11.75  4.26
H  -7.17  9.03  4.80
H  -7.83  10.08  6.08
H  -5.11  9.34  5.85
H  -5.76  10.56  7.02
H  -4.41  10.94  5.87
C  -5.44  14.12  2.71
O  -6.26  15.04  3.39
C  -6.06  16.34  2.94
C  -6.97  17.23  3.72
N  -8.40  16.84  3.49
C  -9.34  17.70  4.26
C  -9.44  17.42  5.76
O  -10.09  16.18  5.98
C  -10.36  15.93  7.35
H  -5.77  13.13  2.99
H  -4.37  14.23  2.95
H  -5.51  14.26  1.62
H  -6.23  16.42  1.86
H  -5.03  16.66  3.18
H  -6.80  18.27  3.47
H  -6.69  17.10  4.78
H  -8.48  15.87  3.80
H  -10.33  17.53  3.81
H  -9.09  18.76  4.16
H  -10.05  18.23  6.21
H  -8.45  17.47  6.24
H  -9.44  15.67  7.88
H  -11.04  15.08  7.37
H  -10.87  16.78  7.82
C  -12.11  6.32  1.83
O  -13.33  6.96  1.51
C  -13.38  8.32  1.91
C  -13.57  8.50  3.40
N  -13.57  9.89  3.79
C  -12.25  10.45  3.83
C  -12.22  11.72  4.61
O  -10.94  12.30  4.44
C  -10.65  13.19  5.44
H  -11.97  6.17  2.90
H  -11.25  6.85  1.39
H  -12.14  5.33  1.35
H  -14.29  8.72  1.44
H  -12.61  8.95  1.44
H  -12.80  7.91  3.91
H  -14.55  8.07  3.61
H  -14.12  10.04  4.62
H  -11.86  10.60  2.82
H  -11.54  9.75  4.31
H  -12.40  11.53  5.68
H  -12.99  12.45  4.31
H  -11.21  14.13  5.33
H  -9.58  13.41  5.39
H  -10.90  12.77  6.42
C  -9.03  14.36  1.50
C  -9.37  13.49  0.31
C  -8.26  13.48  -0.67
O  -8.10  14.77  -1.19
C  -6.99  14.83  -2.02
N  -9.66  12.10  0.75
H  -8.75  15.37  1.18
H  -8.18  13.97  2.06
H  -9.89  14.49  2.15
H  -10.25  13.86  -0.23
H  -8.50  12.75  -1.47
H  -7.31  13.10  -0.26
H  -7.11  14.09  -2.83
H  -6.09  14.53  -1.45
H  -6.84  15.82  -2.42
H  -8.82  11.70  1.22
H  -10.36  12.18  1.49
C  -0.56  17.16  1.39
C  -1.69  18.12  1.66
C  -3.04  17.54  1.33
O  -3.01  17.18  -0.02
C  -4.20  16.67  -0.42
N  -1.71  18.52  3.08
H  -0.66  16.31  2.07
H  0.40  17.64  1.58
H  -0.63  16.75  0.39
H  -1.60  19.01  1.00
H  -3.80  18.32  1.47
H  -3.27  16.66  1.95
H  -4.29  16.64  -1.50
H  -5.03  17.30  -0.06
H  -4.36  15.65  -0.05
H  -2.37  19.28  3.26
H  -0.81  18.94  3.33
C  -14.22  13.65  1.61
C  -14.55  12.52  0.65
C  -13.28  12.04  -0.04
O  -13.63  11.03  -0.92
C  -12.53  10.65  -1.69
N  -15.23  11.40  1.38
H  -13.45  13.27  2.29
H  -15.10  13.95  2.17
H  -13.84  14.52  1.07
H  -15.26  12.85  -0.11
H  -12.66  11.57  0.74
H  -12.76  12.85  -0.55
H  -11.92  11.53  -1.96
H  -12.84  10.20  -2.63
H  -11.86  10.02  -1.10
H  -15.26  10.65  0.69
H  -14.59  11.04  2.13
C  -2.30  13.15  -3.95
C  -3.72  12.65  -3.82
C  -3.98  11.78  -5.03
O  -5.23  11.16  -4.88
C  -5.49  10.29  -5.92
N  -3.85  11.91  -2.57
H  -1.61  12.30  -4.01
H  -2.02  13.71  -3.05
H  -2.16  13.83  -4.79
H  -4.37  13.53  -3.82
H  -3.20  11.00  -5.09
H  -3.96  12.38  -5.96
H  -6.39  9.73  -5.65
H  -4.67  9.59  -6.10
H  -5.67  10.85  -6.84
H  -4.69  11.32  -2.65
H  -3.12  11.21  -2.45

- SMILES: COC[C@H](C)N.COC[C@H](C)N.COC[C@H](C)N.COC[C@H](C)N.COCCNCCOC.COCCNCCOC.COCCNCCOC.CCO.CCO.CCO
- Highest occupied orbital energy: -8.47 eV
- Frontier orbital gap: 9.05 eV
- Calculated total energy: -80257.06928 eV

---

No. 2
Formula: C40H109N5O13
Source: the OMol25 dataset
Level of theory: the ωB97M-V functional and the def2-TZVPD basis

Atoms and positions in Å:
C  8.47  0.07  2.29
C  8.06  -0.77  1.07
C  6.59  -0.52  0.62
O  5.78  -0.49  1.74
C  4.39  -0.32  1.42
N  9.09  -0.65  0.03
H  8.35  1.14  2.18
H  9.56  0.02  2.31
H  8.04  -0.46  3.14
H  8.07  -1.81  1.38
H  6.23  -1.38  0.05
H  6.67  0.26  -0.13
H  3.74  -0.52  2.27
H  4.16  -1.10  0.70
H  4.11  0.69  1.12
H  8.94  -1.27  -0.75
H  10.06  -0.79  0.28
C  -4.53  0.82  -0.65
C  -5.25  0.53  0.69
C  -5.51  1.84  1.43
O  -5.84  1.62  2.85
C  -6.09  2.83  3.58
N  -6.53  -0.05  0.29
H  -5.12  1.55  -1.21
H  -4.44  -0.06  -1.29
H  -3.57  1.30  -0.48
H  -4.51  0.01  1.30
H  -6.41  2.35  1.10
H  -4.71  2.56  1.25
H  -6.88  3.46  3.20
H  -5.34  3.61  3.45
H  -6.22  2.63  4.65
H  -6.94  -0.31  1.17
H  -6.29  -0.90  -0.19
C  1.18  -0.71  -2.03
C  0.18  -0.54  -0.94
C  0.13  0.89  -0.43
O  1.39  1.15  0.10
C  1.52  2.46  0.63
N  -1.20  -1.01  -1.27
H  2.19  -0.56  -1.64
H  1.14  0.03  -2.82
H  1.08  -1.71  -2.45
H  0.48  -1.13  -0.07
H  -0.64  1.05  0.32
H  -0.10  1.57  -1.25
H  0.64  2.87  1.13
H  1.55  3.05  -0.29
H  2.42  2.52  1.24
H  -1.41  -0.20  -1.83
H  -1.69  -0.85  -0.41
C  -8.62  -2.76  -0.70
C  -7.38  -3.36  0.06
C  -6.05  -3.16  -0.55
O  -4.99  -3.60  0.33
C  -3.77  -3.47  -0.34
N  -7.37  -2.66  1.38
H  -9.52  -2.84  -0.09
H  -8.85  -3.29  -1.63
H  -8.63  -1.70  -0.95
H  -7.64  -4.42  0.19
H  -5.93  -2.17  -0.98
H  -5.98  -3.75  -1.46
H  -2.92  -3.81  0.25
H  -3.71  -2.40  -0.54
H  -3.55  -4.04  -1.25
H  -8.16  -2.73  2.01
H  -6.54  -3.07  1.77
C  0.38  -3.59  -4.48
C  -0.22  -2.55  -5.51
C  -1.34  -3.13  -6.35
O  -1.81  -2.16  -7.27
C  -0.94  -1.94  -8.36
N  -0.48  -1.36  -4.84
H  0.35  -4.63  -4.82
H  -0.23  -3.44  -3.59
H  1.39  -3.26  -4.25
H  0.63  -2.35  -6.17
H  -2.16  -3.36  -5.67
H  -0.98  -3.99  -6.92
H  -1.43  -1.15  -8.92
H  -1.00  -2.82  -9.01
H  0.06  -1.55  -8.21
H  -1.08  -0.86  -5.49
H  -1.14  -1.45  -4.08
C  4.41  -4.39  -0.35
C  3.77  -4.24  -1.67
C  4.73  -4.71  -2.80
O  2.69  -4.97  -1.84
H  3.74  -4.02  0.43
H  5.38  -3.88  -0.36
H  4.43  -5.47  -0.25
H  3.46  -3.21  -1.84
H  5.74  -4.41  -2.53
H  4.39  -4.38  -3.78
H  4.84  -5.80  -2.81
H  1.90  -4.48  -1.58
C  -2.09  3.19  2.81
C  -1.83  2.84  4.28
C  -0.87  3.87  4.83
O  -2.98  2.87  5.02
H  -2.87  2.49  2.51
H  -1.23  3.06  2.16
H  -2.45  4.20  2.58
H  -1.38  1.85  4.25
H  -0.52  3.57  5.81
H  -1.49  4.76  4.97
H  -0.03  4.12  4.18
H  -2.72  2.39  5.82
C  1.75  5.80  -0.62
C  2.01  7.21  -1.08
C  0.77  7.77  -1.78
O  2.30  7.92  0.05
H  1.46  5.22  -1.49
H  0.93  5.61  0.07
H  2.65  5.43  -0.13
H  2.86  7.20  -1.75
H  0.99  8.81  -2.02
H  0.07  7.81  -0.95
H  0.27  7.15  -2.52
H  2.53  8.80  -0.26
C  -2.35  2.06  -5.25
C  -1.36  2.35  -4.13
C  -1.99  3.41  -3.19
O  -1.11  1.17  -3.38
H  -2.58  2.92  -5.88
H  -3.28  1.66  -4.86
H  -1.92  1.31  -5.92
H  -0.41  2.75  -4.50
H  -2.99  3.12  -2.85
H  -2.34  4.34  -3.63
H  -1.40  3.78  -2.35
H  -0.59  0.54  -3.88
C  5.14  1.98  4.28
C  4.66  3.28  3.57
C  3.20  3.71  3.66
O  5.42  4.38  4.08
H  6.20  1.72  4.22
H  4.66  1.11  3.82
H  4.86  1.95  5.33
H  4.91  3.26  2.50
H  2.83  4.00  4.65
H  2.58  2.86  3.36
H  2.92  4.47  2.94
H  5.16  5.17  3.62
C  0.58  -0.87  3.85
C  0.74  -2.15  4.73
C  0.84  -1.82  6.20
O  -0.31  -3.02  4.31
H  -0.47  -0.58  3.89
H  0.88  -0.97  2.80
H  1.33  -0.17  4.23
H  1.69  -2.64  4.52
H  0.49  -2.64  6.82
H  0.48  -0.88  6.62
H  1.89  -1.62  6.42
H  -1.11  -2.50  4.35
C  -0.16  -5.24  -0.15
C  0.24  -4.67  1.14
O  -0.53  -3.49  1.39
O  0.14  -4.18  -1.10
H  -1.24  -5.39  -0.14
H  0.42  -6.13  -0.36
H  1.30  -4.39  1.20
H  0.04  -5.38  1.94
H  -0.12  -3.10  2.17
H  -0.31  -3.38  -0.82

- SMILES: COC[C@H](C)N.COC[C@H](C)N.COC[C@H](C)N.COC[C@H](C)N.COC[C@H](C)N.CC(C)O.CC(C)O.CC(C)O.CC(C)O.CC(C)O.CC(C)O.OCCO
- Highest occupied orbital energy: -8.76 eV
- Frontier orbital gap: 9.14 eV
- Calculated total energy: -77308.10434 eV

---

Question: The lowest frontier orbital gap belongs to which entry?
Answer: C40H107N7O13

---

Question: What is the formula in the first record?
Answer: C40H107N7O13

---

Question: The highest calculated total energy belongs to which entry?
Answer: C40H109N5O13